1.
Molecular formula: C4H5Cl2O2P
Method: DFT, ωB97M-V with the def2-TZVPD basis set

```
! wB97M-V def2-TZVPD RIJCOSX def2/J DEFGRID3
* xyz 0 3
C -0.00779 -0.82832 -0.57143
C 0.29567 -0.87777 0.67107
C -0.31264 0.35640 -1.53386
C 0.57072 -1.71212 1.85503
O 0.89821 3.36684 0.46472
O 0.24097 1.52553 -1.10749
P -0.14811 2.39326 0.18784
Cl -0.08870 -2.28026 -1.56677
Cl -1.89471 3.33001 -0.50106
H 0.06155 0.26374 -2.54089
H -1.39533 0.34998 -1.65274
H 1.47250 -2.25132 1.82112
H -0.26377 -2.44351 1.68906
H 0.57142 -1.19248 2.78540
*
```

The value obtained for the LUMO energy (alpha / beta) is 0.645 / -2.744 eV. The maximum force comes out at 0.053 Eh/bohr. The electronic energy is -42655.1707 eV. The value obtained for the energy relative to the best compared isomer or geometry (same formula, charge and spin) is 0.0 kJ/mol. For the orbital gap (alpha / beta), the calculation gives 9.57 / 7.13 eV.


2.
Molecular formula: C3H3BrN3
Method: DFT, ωB97M-V with the def2-TZVPD basis set

```
! wB97M-V def2-TZVPD RIJCOSX def2/J DEFGRID3
* xyz 1 3
C -1.96329 -0.87078 -0.99281
C -2.99448 0.12226 -0.52433
C -0.00449 -0.01274 0.02047
N -0.84279 -0.82699 -0.22175
N -2.21317 0.55669 -1.44250
N 0.56324 0.79615 0.72545
Br -4.52532 0.12948 0.37930
H -2.03594 -1.76648 -1.51688
H 1.51060 1.17597 0.55844
H 0.30050 0.60053 1.74077
*
```

The value obtained for the LUMO energy (alpha / beta) is -4.784 / -8.531 eV. The maximum force comes out at 0.144 Eh/bohr. The electronic energy is -77657.3232 eV. For the orbital gap (alpha / beta), the calculation gives 6.16 / 6.72 eV.


3.
Molecular formula: C5H27NO8
Method: DFT, ωB97M-V with the def2-TZVPD basis set

```
! wB97M-V def2-TZVPD RIJCOSX def2/J DEFGRID3
* xyz 0 1
C -0.94594 0.12816 -1.79861
O -0.11183 1.07038 -1.08178
C -1.02957 -1.12023 -0.94421
C 0.16688 -2.02951 -1.22949
C 0.38007 -3.20148 -0.28307
C 0.74722 -2.76896 1.13779
N -2.29055 -1.82326 -1.19075
H -1.88081 0.62136 -2.01714
H -0.46776 -0.09258 -2.75683
H 0.62817 1.45981 -1.58529
H -1.04916 -0.87537 0.09999
H -0.06447 -2.51133 -2.19305
H 1.07585 -1.44299 -1.37549
H -0.47176 -3.88397 -0.19963
H 1.13019 -3.86286 -0.69163
H 0.00457 -2.08810 1.54286
H 1.72262 -2.28134 1.16500
H 0.77092 -3.60509 1.84094
H -2.29038 -2.43421 -1.99014
H -2.81689 -2.12064 -0.38840
H 0.15737 1.30676 0.96275
H -0.70865 0.56729 2.02348
O 0.17266 0.63348 1.64433
H 2.08939 0.73721 0.32889
H 3.04972 0.36112 1.46383
O 3.02122 0.66957 0.53670
H -3.34283 -0.37341 1.38004
H -3.08796 1.03945 0.73738
O -2.95791 0.49327 1.52443
H -2.56497 3.14217 -1.50253
H -1.33866 2.50761 -0.98937
O -2.26447 2.67437 -0.71115
H 1.54929 -0.20809 2.76724
H 2.04932 1.06645 3.41076
O 2.28784 0.14067 3.29009
H 0.08602 4.34979 1.48441
H 0.83912 3.39638 0.64914
O 0.76510 3.66805 1.57411
H 2.73589 1.92339 -1.59698
H 2.17330 2.28846 -2.99011
O 2.08182 2.47819 -2.04848
*
```

As for the SMILES: CCC[C@H](N)CO.O.O.O.O.O.O.O. The value obtained for the LUMO energy is 0.113 eV. The maximum force comes out at 0.029 Eh/bohr. The electronic energy is -23493.5093 eV. The value obtained for the energy relative to the best compared isomer or geometry (same formula, charge and spin) is 58.4 kJ/mol. For the orbital gap, the calculation gives 9.31 eV.


4.
Molecular formula: C9H10BrO2
Method: DFT, ωB97M-V with the def2-TZVPD basis set

```
! wB97M-V def2-TZVPD RIJCOSX def2/J DEFGRID3
* xyz -1 3
C 2.07675 0.29329 -0.02306
C 1.22104 1.44460 0.29321
C 1.62268 -0.98486 0.07101
C -0.13168 1.32684 0.40436
C -0.79434 -0.06923 -1.73873
C 0.05195 -1.18553 0.50924
C -0.75421 0.00796 -0.03406
C -1.05287 2.57550 0.48517
C -0.31753 -2.62325 0.05498
O -1.87659 0.31723 -2.16235
O 0.23753 -0.52773 -2.21346
Br -2.55999 -0.28104 0.68022
H 3.21915 0.44931 -0.12781
H 1.59891 2.39740 0.59268
H 2.37474 -1.87419 0.01307
H 0.13613 -1.16285 1.64311
H -1.75029 2.76290 -0.37696
H -0.54327 3.54495 0.84157
H -1.72810 2.32502 1.27512
H -0.32539 -2.52030 -1.00872
H -1.30573 -2.94007 0.47864
H 0.60109 -3.27598 0.34279
*
```

The value obtained for the LUMO energy (alpha / beta) is 3.326 / 1.961 eV. The maximum force comes out at 0.113 Eh/bohr. The electronic energy is -83630.1210 eV. The value obtained for the energy relative to the best compared isomer or geometry (same formula, charge and spin) is 22.1 kJ/mol. For the orbital gap (alpha / beta), the calculation gives 4.82 / 6.81 eV.


5.
Molecular formula: CH4N2O3S
Method: DFT, ωB97M-V with the def2-TZVPD basis set

```
! wB97M-V def2-TZVPD RIJCOSX def2/J DEFGRID3
* xyz 0 1
C 1.46610 1.56655 -0.08934
N -2.56522 -1.70719 -0.24509
N -2.42689 -1.50048 -1.32386
O -2.71267 -1.97302 0.86371
O -0.81171 0.46741 0.67898
O 1.11207 -0.99732 -0.00454
S 0.14658 0.32093 -0.40525
H 0.99439 2.53293 0.03492
H 2.00198 1.28334 0.80774
H 2.13423 1.57087 -0.94279
H 0.66115 -1.56402 0.62551
*
```

The value obtained for the LUMO energy is 0.766 eV. The maximum force comes out at 0.055 Eh/bohr. The electronic energy is -21057.0558 eV. The value obtained for the energy relative to the best compared isomer or geometry (same formula, charge and spin) is 245.0 kJ/mol. For the orbital gap, the calculation gives 10.44 eV.


6.
Molecular formula: C28H70O14
Method: DFT, ωB97M-V with the def2-TZVPD basis set

```
! wB97M-V def2-TZVPD RIJCOSX def2/J DEFGRID3
* xyz 0 1
C 1.88130 5.93472 2.69180
O 3.32241 6.13212 2.65737
C 3.92821 6.41274 1.42486
C 4.12951 5.20575 0.46614
O 4.86702 4.23519 1.14238
C 6.29733 4.22835 0.92609
H 1.54195 6.05077 3.72111
H 1.78776 4.92330 2.29633
H 1.43991 6.57099 1.92471
H 4.93387 6.80896 1.56539
H 3.40927 7.24981 0.95784
H 4.58089 5.44809 -0.49596
H 3.20486 4.65267 0.30116
H 6.82122 3.53845 1.58766
H 6.80682 5.17277 1.11734
H 6.57263 3.85132 -0.05888
C -3.71843 2.40533 -5.29929
O -5.04109 1.89877 -5.37453
C -6.01020 2.92633 -5.71561
C -6.42305 3.88025 -4.64536
O -6.95888 5.16105 -4.97180
C -5.95078 6.16480 -5.15508
H -3.30576 2.25380 -6.29671
H -3.13257 1.79556 -4.61151
H -3.69434 3.47434 -5.08777
H -6.89601 2.49219 -6.17927
H -5.62628 3.48002 -6.57242
H -5.70438 4.10533 -3.85736
H -7.28750 3.40331 -4.18347
H -6.45600 7.06133 -5.51434
H -5.22973 5.76288 -5.86686
H -5.52586 6.43135 -4.18734
C 14.44779 -5.64296 1.91099
O 13.20923 -6.33952 1.84869
C 12.62506 -6.41347 0.59732
C 11.82860 -5.14631 0.24276
O 11.10221 -4.65703 1.35727
C 10.09837 -5.48111 1.90242
H 15.20034 -6.00146 1.20868
H 14.86902 -5.45281 2.89817
H 14.20517 -4.62654 1.60096
H 11.83313 -7.15428 0.70760
H 13.42590 -6.62271 -0.11188
H 11.16793 -5.43011 -0.57643
H 12.50484 -4.36316 -0.10000
H 9.33351 -5.43480 1.12722
H 9.69265 -5.09134 2.83600
H 10.39531 -6.51134 2.09878
C -3.01160 2.62724 6.93669
O -3.28083 3.63487 7.89322
C -3.66047 4.86817 7.37484
C -4.82564 4.81889 6.31531
O -4.33462 4.22853 5.07135
C -5.19660 4.30062 3.94420
H -3.85301 2.17521 6.41153
H -2.28164 1.88977 7.27046
H -2.35961 3.08826 6.19476
H -2.82318 5.30303 6.82899
H -3.91779 5.60795 8.13288
H -5.38692 5.74478 6.18968
H -5.45181 3.98379 6.62935
H -4.64394 4.38996 3.00895
H -5.70078 5.26106 4.05128
H -5.86480 3.44175 3.88142
C -5.64200 -3.74888 3.47389
O -7.05269 -3.87839 3.63831
C -7.81148 -2.70700 3.46689
C -8.80428 -2.99669 2.33654
O -8.18343 -3.26442 1.09169
C -7.94620 -2.13068 0.20326
H -5.34250 -3.18535 2.59024
H -5.11243 -4.68586 3.64630
H -5.15736 -3.09159 4.19582
H -7.20104 -1.81867 3.30458
H -8.38214 -2.58035 4.38690
H -9.45481 -2.15458 2.10044
H -9.47906 -3.83058 2.52990
H -7.28693 -2.25746 -0.65545
H -7.60000 -1.26740 0.77157
H -8.86473 -1.72325 -0.21913
C 3.62908 -0.91848 2.60512
O 2.23420 -1.05050 2.51765
C 1.59465 -0.09043 1.74495
C 0.06094 -0.39356 1.59590
O -0.53308 0.54983 0.70198
C -1.92985 0.41923 0.51498
H 4.06910 -1.77674 3.11294
H 3.96689 -0.02650 3.13271
H 4.10750 -1.07371 1.63811
H 2.00172 0.11674 0.75527
H 1.60925 0.88156 2.23805
H -0.36849 -0.29752 2.59313
H -0.08562 -1.41118 1.23385
H -2.22530 1.23963 -0.13904
H -2.35995 0.43539 1.51641
H -2.19694 -0.53914 0.06969
C -1.50150 -5.76495 -8.94726
O -1.03491 -4.65807 -8.21832
C 0.36677 -4.86382 -7.94516
C 1.08698 -3.70203 -7.23555
O 0.41578 -3.12869 -6.14375
C -0.15252 -4.03753 -5.21157
H -0.94591 -5.67634 -9.88084
H -2.56979 -5.64020 -9.12414
H -1.50586 -6.69557 -8.37977
H 0.88684 -5.20517 -8.84021
H 0.38438 -5.71958 -7.27028
H 1.20082 -2.98908 -8.05214
H 2.07716 -4.09024 -6.99692
H -1.02113 -4.54128 -5.63566
H -0.36083 -3.33918 -4.40101
H 0.51023 -4.79941 -4.80119
*
```

As for the SMILES: COCCOC.COCCOC.COCCOC.COCCOC.COCCOC.COCCOC.COCCOC. The value obtained for the LUMO energy is 0.227 eV. The maximum force comes out at 0.054 Eh/bohr. The electronic energy is -58822.8973 eV. The value obtained for the energy relative to the best compared isomer or geometry (same formula, charge and spin) is 887.6 kJ/mol. For the orbital gap, the calculation gives 9.46 eV.


7.
Molecular formula: C29H48NOP3RuS
Method: DFT, ωB97M-V with the def2-TZVPD basis set

```
! wB97M-V def2-TZVPD RIJCOSX def2/J DEFGRID3
* xyz 3 6
Ru 0.27574 -0.75567 -0.83891
P -1.16683 -2.47901 -0.63143
P 1.86145 -1.34921 0.90148
P 1.67915 -1.96471 -2.22757
H -0.71347 4.22099 -4.21937
C -0.58264 3.18980 -4.57845
C -1.60645 2.33428 -4.56453
H -2.56624 2.63473 -4.12547
C -2.90194 -1.88723 -0.56577
C -0.99561 -3.51449 0.88948
C -1.27090 -3.76413 -1.94299
C 3.21544 -0.12714 0.73403
C 1.36891 -1.06971 2.66574
C 2.71297 -2.96105 1.20876
C 1.05942 -2.23477 -3.94274
C 2.24331 -3.69050 -1.86337
C 3.33159 -1.17729 -2.44957
H 0.37195 2.98671 -5.06595
H -1.60530 1.39936 -5.12916
H -2.96238 -0.91203 -1.06417
H -3.25145 -1.77122 0.46954
H -3.54293 -2.60905 -1.09137
H -0.88515 -2.90460 1.79597
H -0.11628 -4.16671 0.81050
H -1.89465 -4.14016 1.00403
H -1.47300 -3.28579 -2.91013
H -2.10779 -4.43770 -1.69748
H -0.33941 -4.34492 -2.02378
H 3.51791 0.19577 1.73874
H 2.86253 0.74608 0.16799
H 4.07672 -0.57221 0.22011
H 2.27336 -1.07344 3.29398
H 0.69834 -1.85725 3.03746
H 0.89143 -0.08957 2.76984
H 3.75431 -2.91924 0.85585
H 2.19665 -3.79005 0.71391
H 2.73221 -3.16536 2.28738
H 1.01853 -3.31093 -4.16359
H 1.74093 -1.74967 -4.65205
H 0.05227 -1.82161 -4.07906
H 2.33959 -4.24082 -2.81027
H 1.56539 -4.25377 -1.21128
H 3.22755 -3.66654 -1.38139
H 3.61400 -1.28785 -3.50438
H 4.07936 -1.67932 -1.82038
H 3.30995 -0.10697 -2.21069
C -0.62151 2.81786 -1.62010
C 0.75953 3.08315 -1.50917
C 1.66422 2.16721 -2.03951
C 1.19140 1.03036 -2.70631
C -0.17516 0.58224 -2.50831
C -1.07523 1.51401 -1.84978
O -1.45087 3.93360 -1.71139
H -2.34560 3.65342 -1.93476
H 1.05778 4.06102 -1.10163
H 2.74088 2.39274 -1.98413
H 1.73557 0.61609 -3.56621
H -0.58026 -0.13599 -3.22890
H -2.15624 1.30108 -1.82451
N -0.75537 0.02203 0.82453
S -1.52312 1.43025 1.24698
C -2.55730 1.00325 2.65744
C -3.03397 2.05445 3.46375
C -3.77623 1.76423 4.61287
C -4.03614 0.43912 4.96973
C -3.58217 -0.60059 4.15880
C -2.88861 -0.31968 2.97207
C -0.31958 2.48456 2.10939
C 0.10433 3.65173 1.46805
C 1.08247 4.45106 2.06298
C 1.51159 4.16824 3.36385
C 1.06381 3.02659 4.01689
C 0.14588 2.17771 3.39286
H -0.82072 -0.62220 1.61384
H -2.81158 3.08287 3.18501
H -4.14091 2.58574 5.23191
H -4.60938 0.21637 5.87787
H -3.76393 -1.64073 4.43144
H -2.61870 -1.13551 2.29865
H -0.35967 3.92473 0.51898
H 1.47368 5.29564 1.50539
H 2.21156 4.85089 3.85452
H 1.40872 2.79132 5.02789
H -0.23776 1.30514 3.91959
*
```

The value obtained for the LUMO energy (alpha / beta) is -8.274 / -11.597 eV. The maximum force comes out at 0.082 Eh/bohr. The electronic energy is -75641.9206 eV. The value obtained for the energy relative to the best compared isomer or geometry (same formula, charge and spin) is 133.5 kJ/mol. For the orbital gap (alpha / beta), the calculation gives 5.96 / 5.24 eV.


8.
Molecular formula: C46H59GeN4O4PtSi3
Method: DFT, ωB97M-V with the def2-TZVPD basis set

```
! wB97M-V def2-TZVPD RIJCOSX def2/J DEFGRID3
* xyz 2 2
Pt 0.01498 -0.15944 -0.26860
C -4.51526 0.05009 0.89465
O -3.63006 0.37149 1.99226
C -2.41278 0.04657 1.60755
N -2.27207 -0.51041 0.46268
C -3.60160 -0.58857 -0.18887
C -3.68338 0.08100 -1.56273
C -4.91672 0.54907 -2.00111
C -5.02914 1.21679 -3.21169
C -3.91129 1.40599 -4.00536
C -2.68569 0.90118 -3.60042
C -2.57833 0.23367 -2.39335
C -1.26243 0.30092 2.48721
C -1.31648 0.39923 3.86899
C -0.11893 0.52708 4.56535
C 1.08094 0.54218 3.86953
C 1.03357 0.47938 2.48297
N -0.11757 0.37633 1.82986
C 2.19608 0.49787 1.59887
N 2.08576 0.50210 0.32044
C 3.44050 0.65825 -0.23530
C 4.31978 0.32985 0.98786
O 3.41722 0.49547 2.10895
C 3.75226 -0.11574 -1.49485
C 5.07928 -0.41949 -1.78399
C 5.40987 -1.07345 -2.96023
C 4.41475 -1.41608 -3.86251
C 3.09286 -1.10757 -3.58275
C 2.75855 -0.45819 -2.40504
H -4.98813 0.96918 0.55311
H -5.27406 -0.62984 1.27567
H -3.85100 -1.63961 -0.34151
H -5.79936 0.40288 -1.39035
H -5.99434 1.58812 -3.52799
H -3.99826 1.94541 -4.93931
H -1.80280 1.02479 -4.21276
H -1.60154 -0.13226 -2.08869
H -2.26973 0.36482 4.37741
H -0.12667 0.59310 5.64428
H 2.03665 0.61846 4.36859
H 3.54217 1.72246 -0.48306
H 5.16028 1.00252 1.12751
H 4.66665 -0.70620 0.97880
H 5.86558 -0.14329 -1.09155
H 6.44490 -1.30177 -3.17501
H 4.66994 -1.90266 -4.79410
H 2.32780 -1.36122 -4.30288
H 1.72336 -0.19916 -2.19895
C -1.61947 5.26819 -4.17838
O -0.69256 4.89792 -3.16418
C 0.31672 4.06928 -3.50128
C 0.34680 3.32867 -4.67916
C 1.45619 2.56974 -5.01292
C 2.56461 2.54539 -4.18292
C 2.54332 3.27235 -3.00784
C 1.43118 4.01746 -2.64479
N 1.53693 4.86934 -1.51593
C 0.60085 5.26788 -0.66417
C -0.63272 4.69768 -0.33795
C -1.59486 5.62068 0.16610
C -2.87290 5.26046 0.45206
C -3.23348 3.90415 0.31253
C -2.31618 2.97293 -0.06763
C -0.96617 3.28160 -0.43132
O -0.12380 2.37878 -0.71846
H -2.19627 6.09131 -3.76589
H -2.29175 4.44418 -4.42618
H -1.09997 5.60618 -5.07753
H -0.49439 3.36775 -5.35686
H 1.46059 2.02364 -5.94700
H 3.44649 1.98692 -4.46013
H 3.41516 3.29216 -2.36464
H 2.42556 5.34448 -1.45495
H 0.84058 6.19829 -0.15807
H -1.29637 6.65907 0.25269
H -3.59780 5.99115 0.78001
H -4.25284 3.60344 0.52641
H -2.58644 1.93773 -0.13986
C -2.93305 -3.17804 -2.62631
Si -1.15845 -3.66344 -2.20172
C 0.03644 -3.06467 -3.53499
C -1.13792 -5.53615 -1.96384
Ge -0.19304 -2.65269 -0.12609
Si 1.94388 -3.84556 0.73984
C 2.28519 -3.14160 2.46503
C 1.86516 -5.72967 0.72069
C 3.27528 -3.31424 -0.48428
Si -1.58917 -3.91356 1.74032
C -3.40969 -3.51370 1.39050
C -1.40025 -5.79366 1.73496
C -1.10783 -3.19626 3.42445
H -3.23673 -3.68552 -3.54467
H -3.05363 -2.10917 -2.79079
H -3.63575 -3.48435 -1.84961
H -0.23286 -3.42056 -4.53124
H 1.05301 -3.39667 -3.31866
H 0.03955 -1.97240 -3.56017
H -1.20924 -6.02926 -2.93513
H -1.99486 -5.85874 -1.37170
H -0.23409 -5.90148 -1.47724
H 1.80024 -3.73246 3.24013
H 1.92997 -2.11386 2.55463
H 3.35522 -3.14958 2.68315
H 1.36090 -6.15211 1.58737
H 2.88770 -6.11342 0.71948
H 1.37801 -6.11654 -0.17345
H 3.28110 -2.23709 -0.60792
H 3.10843 -3.75830 -1.46722
H 4.26904 -3.62663 -0.15111
H -3.64404 -3.59535 0.32966
H -3.66218 -2.51139 1.73783
H -4.06031 -4.21389 1.91924
H -1.22637 -6.21294 0.74532
H -2.32265 -6.23356 2.11954
H -0.59136 -6.11911 2.38804
H -1.02886 -2.11055 3.39515
H -0.15746 -3.59210 3.77642
H -1.86193 -3.45787 4.17098
*
```

The value obtained for the LUMO energy (alpha / beta) is -6.756 / -6.629 eV. The maximum force comes out at 0.051 Eh/bohr. The electronic energy is -146192.9205 eV. The value obtained for the energy relative to the best compared isomer or geometry (same formula, charge and spin) is 194.3 kJ/mol. For the orbital gap (alpha / beta), the calculation gives 5.33 / 5.45 eV.